Computed, not measured: a molecular structure, C32H43N7RbSSb2, with ωB97M-V/def2-TZVPD.

Atoms and positions in Å:
Rb  1.361  0.255  0.554
C  2.127  2.627  3.907
N  2.749  1.610  3.084
C  3.862  0.948  3.740
C  4.373  -0.177  2.890
N  3.947  -0.455  1.691
C  4.692  -1.567  1.292
C  4.641  -2.297  0.106
C  5.497  -3.371  -0.026
C  6.391  -3.721  0.999
C  6.450  -3.011  2.183
C  5.581  -1.932  2.299
N  5.355  -1.018  3.320
C  1.011  3.272  3.144
N  0.820  3.155  1.858
C  -0.282  3.967  1.590
C  -0.909  4.235  0.376
C  -2.020  5.054  0.385
C  -2.500  5.610  1.583
C  -1.875  5.373  2.792
C  -0.756  4.546  2.763
N  0.104  4.090  3.752
H  2.824  3.411  4.242
H  1.733  2.157  4.812
H  3.062  2.030  2.215
H  3.513  0.544  4.695
H  4.696  1.625  3.977
H  3.948  -2.036  -0.685
H  5.481  -3.959  -0.934
H  7.046  -4.570  0.860
H  7.137  -3.290  2.970
H  5.824  -0.978  4.207
H  -0.517  3.825  -0.545
H  -2.525  5.285  -0.544
H  -3.372  6.250  1.556
H  -2.241  5.815  3.709
H  0.067  4.309  4.732
C  0.966  -1.318  -4.096
Sb  1.050  0.451  -2.904
C  2.698  1.356  -3.921
C  -0.454  1.524  -4.036
C  -1.832  0.923  -4.062
C  -2.182  0.113  -5.145
C  -3.445  -0.439  -5.267
C  -4.402  -0.169  -4.298
C  -4.069  0.627  -3.216
C  -2.790  1.166  -3.066
C  -2.469  1.951  -1.832
Sb  -2.076  0.707  -0.081
C  -4.116  0.566  0.543
C  -2.051  -1.169  -1.127
H  1.123  -1.053  -5.141
H  -0.010  -1.791  -3.986
H  1.735  -2.022  -3.781
H  2.493  1.370  -4.991
H  3.608  0.785  -3.739
H  2.852  2.375  -3.570
H  -0.047  1.550  -5.048
H  -0.455  2.551  -3.669
H  -1.448  -0.068  -5.922
H  -3.688  -1.053  -6.125
H  -5.404  -0.568  -4.391
H  -4.818  0.841  -2.461
H  -3.308  2.580  -1.529
H  -1.610  2.600  -1.970
H  -4.666  -0.076  -0.144
H  -4.565  1.559  0.547
H  -4.175  0.160  1.552
H  -3.028  -1.348  -1.574
H  -1.792  -1.968  -0.436
H  -1.309  -1.166  -1.925
S  0.865  -3.139  0.881
C  -0.743  -3.584  1.196
N  -1.448  -3.041  2.202
C  -2.798  -3.445  2.578
C  -3.542  -3.905  1.338
C  -2.727  -4.976  0.637
N  -1.365  -4.493  0.435
H  -0.929  -2.407  2.785
H  -3.292  -2.592  3.042
H  -2.756  -4.249  3.319
H  -3.690  -3.058  0.664
H  -4.521  -4.294  1.612
H  -3.148  -5.216  -0.339
H  -2.714  -5.897  1.226
H  -0.803  -4.864  -0.313

HOMO-LUMO gap = 0.2964 Eh
M = 886.8 u
Total charge = +1
Electronic energy = -68875.9498 eV
ΔE to the lowest compared entry with this formula, charge and spin = 40.2 kJ/mol
LUMO = -2.0279 eV

Here are the Löwdin charges for atoms 1 to 6, given in e:
1 Rb 0.407
2 C -0.147
3 N -0.101
4 C -0.143
5 C -0.316
6 N 0.078


Computed, not measured: C5H4IN3S in the gas phase in a non-equilibrium geometry, with ωB97M-V/def2-TZVPD.

Atoms and positions in Å:
C  -1.284  -1.656  -0.077
C  0.471  -0.223  -0.016
C  0.145  -1.598  0.040
C  2.252  -0.108  -0.037
C  -1.096  1.813  0.028
N  -1.744  -0.420  0.028
N  2.679  -1.300  -0.013
N  -0.709  0.413  0.053
S  1.579  -2.541  0.012
I  3.226  1.740  0.029
H  -1.785  -2.586  -0.157
H  -0.367  2.304  -0.608
H  -2.037  1.925  -0.425
H  -1.330  2.238  1.143

Multiplicity = 3
HOMO-LUMO gap (spin up / spin down) = 0.1894 / 0.2310 Eh
M = 265.1 u
Total charge = 0
Electronic energy = -28649.2579 eV
LUMO (spin up / spin down) = 0.2478 / -3.0089 eV

Here are the Löwdin charges for atoms 1 to 6, given in e:
1 C -0.101
2 C -0.147
3 C -0.489
4 C -0.905
5 C -0.011
6 N 0.057


Computed, not measured: a molecular structure, C27H28BCuN9S2Se in a non-equilibrium geometry, with ωB97M-V/def2-TZVPD.

Atoms and positions in Å:
Cu  0.567  -0.201  -0.506
Se  -3.460  6.789  -1.356
N  -1.779  6.209  -1.215
C  -1.812  4.913  -1.136
C  -0.597  4.113  -0.921
C  0.621  4.724  -0.718
C  1.673  3.899  -0.487
C  1.513  2.518  -0.639
N  0.338  1.920  -0.876
C  -0.709  2.740  -0.972
C  -2.061  2.088  -1.111
N  -2.160  0.782  -1.044
C  -3.351  0.205  -1.148
C  -4.544  0.901  -1.257
C  -4.457  2.275  -1.269
C  -3.210  2.880  -1.199
C  -3.100  4.315  -1.226
N  -4.135  5.130  -1.276
H  0.642  5.801  -0.756
H  2.667  4.252  -0.246
H  2.347  1.889  -0.516
H  -3.294  -0.876  -1.233
H  -5.443  0.335  -1.301
H  -5.388  2.847  -1.293
C  -1.267  -3.003  1.714
N  -0.023  -3.579  1.234
C  1.019  -3.901  2.086
C  2.095  -4.165  1.302
N  1.681  -3.993  -0.016
B  2.617  -4.432  -1.215
N  2.644  -3.325  -2.331
C  2.865  -3.596  -3.672
C  3.030  -2.409  -4.289
N  2.941  -1.425  -3.365
C  2.980  0.020  -3.520
C  2.728  -1.993  -2.167
S  2.595  -1.209  -0.656
C  0.409  -3.582  -0.030
S  -0.532  -3.133  -1.464
H  -1.719  -3.589  2.515
H  -1.896  -2.963  0.834
H  -1.106  -1.974  2.051
H  0.922  -3.921  3.177
H  3.109  -4.448  1.563
H  2.178  -5.434  -1.713
H  3.728  -4.651  -0.738
H  2.960  -4.615  -4.093
H  3.229  -2.184  -5.328
H  2.670  0.282  -4.524
H  4.038  0.363  -3.384
H  2.268  0.513  -2.826
N  -0.185  -1.177  -3.229
C  -0.057  -1.289  -1.973
H  -0.300  -2.059  -3.777
C  0.707  0.169  4.817
C  -0.392  0.618  3.884
C  -1.695  0.027  4.428
C  -0.568  2.147  3.873
C  -0.009  0.236  2.512
C  0.376  0.074  1.403
H  0.535  0.452  5.856
H  1.671  0.488  4.490
H  0.761  -0.916  4.869
H  -1.784  0.313  5.488
H  -1.683  -1.091  4.424
H  -2.562  0.343  3.860
H  -0.890  2.500  4.870
H  -1.349  2.456  3.174
H  0.394  2.606  3.586

Multiplicity = 2
HOMO-LUMO gap (spin up / spin down) = 0.2347 / 0.2649 Eh
M = 696.0 u
Total charge = 0
Electronic energy = -174195.9701 eV
ΔE to the lowest compared entry with this formula, charge and spin = 47.3 kJ/mol
LUMO (spin up / spin down) = -0.7637 / -0.7662 eV

Here are the Löwdin charges for atoms 1 to 6, given in e:
1 Cu 0.139
2 Se 1.106
3 N -0.232
4 C -0.335
5 C -0.093
6 C 0.004


Computed, not measured: a molecular structure, C5H10O in a non-equilibrium geometry, with ωB97M-V/def2-TZVPD.

Atoms and positions in Å:
C  1.189  -0.505  0.460
C  -0.414  1.517  0.290
C  2.311  -0.076  -0.453
O  -0.283  0.151  -0.123
H  1.016  -1.581  0.447
H  1.329  -0.176  1.494
H  0.461  2.090  -0.022
H  -0.534  1.610  1.373
H  -1.301  1.896  -0.210
H  2.094  -0.363  -1.481
H  2.466  1.002  -0.416
H  3.247  -0.553  -0.153
C  -2.526  -0.805  -0.181
C  -3.456  -1.498  -0.523
H  -4.385  -1.936  -0.779
H  -1.215  -0.772  0.278

HOMO-LUMO gap = 0.3637 Eh
M = 86.1 u
Total charge = 0
Electronic energy = -7389.1495 eV
ΔE to the lowest compared entry with this formula, charge and spin = 541.8 kJ/mol
LUMO = 0.8049 eV

Here are the Löwdin charges for atoms 1 to 6, given in e:
1 C -0.083
2 C -0.112
3 C -0.099
4 O -0.327
5 H 0.106
6 H 0.108